(1)
A cluster of 2 separate species, C12H17N in total in a non-equilibrium geometry, computed with ωB97M-V/def2-TZVPD.

Atoms and positions in Å:
C -3.0817 1.4164 -0.8342
C -0.0340 1.5939 1.2234
C -0.6366 1.3963 -0.0621
C -2.0014 1.6458 0.1333
C -2.2030 2.0565 1.4643
C 1.3044 1.3640 1.4203
C 2.0186 0.9728 0.2662
C 1.4866 0.9009 -1.0107
C 0.1384 1.1335 -1.2149
N -1.0091 2.0356 2.1414
H 1.8183 1.3840 2.3740
H 3.0482 0.6933 0.3708
H -0.8257 2.8248 2.7488
H 2.1914 0.8354 -1.8223
H -3.1639 2.3870 1.8034
H -0.2423 1.0296 -2.2264
H -3.0898 2.0793 -1.6997
H -4.0779 1.6478 -0.4229
H -3.0638 0.3665 -1.1428
C 1.4603 -2.8943 -0.4703
C 0.3456 -2.5321 -1.4712
C 1.3495 -2.2292 0.9259
H 1.5229 -4.0040 -0.4243
H 2.4914 -2.8464 -0.8443
H 0.5512 -3.0016 -2.4262
H 1.3083 -2.8757 1.7906
H 2.0950 -1.4386 1.0164
H 0.4394 -1.4581 -1.5459
H -0.5725 -2.8676 -0.9985
H 0.4323 -1.6157 0.9379

The LUMO energy (spin up / spin down) comes out at -0.144 / -0.260 Eh. Its spin multiplicity is 2. The expectation value of S² is 0.776. For the HOMO energy (spin up / spin down), the calculation gives -13.097 / -13.354 eV. The calculation puts the energy above the lowest of the compared OMol25 structures with the same formula, charge and spin at 24.1 kcal per mole. As for the net charge: +1.

Results of the Löwdin charge analysis, in e, for atoms 1 through 8:
1. C -0.008
2. C -0.168
3. C -0.101
4. C -0.156
5. C 0.074
6. C 0.047
7. C -0.033
8. C -0.057



(2)
The molecule C4H9NO2 in a non-equilibrium geometry, computed with ωB97M-V/def2-TZVPD.

Atoms and positions in Å:
C 0.2299 -0.3155 0.2760
C 1.5910 -0.3690 -0.4779
C 2.2111 -1.7185 -0.3829
O 2.6107 -2.4042 -1.2913
N -0.4595 1.0098 -0.1353
C -1.6778 1.3313 0.4674
O -2.7654 0.4416 -0.0156
H 0.4117 -0.2110 1.3076
H -0.4551 -1.2252 0.2253
H 1.5275 -0.1549 -1.5914
H 2.3773 0.2472 -0.1156
H 2.0748 -2.1794 0.5876
H -0.4473 1.1417 -1.0977
H -1.9843 2.3823 0.3954
H -1.6798 1.0647 1.5792
H -3.5648 0.9591 0.2691

The LUMO energy comes out at 0.031 Eh. As for the SMILES: O=CCCNCO. For the HOMO energy, the calculation gives -9.577 eV. The calculation puts the energy above the lowest of the compared OMol25 structures with the same formula, charge and spin at 60.3 kcal per mole.

Results of the Löwdin charge analysis, in e, for atoms 1 through 8:
1. C -0.148
2. C -0.149
3. C -0.298
4. O 0.057
5. N -0.044
6. C -0.305
7. O -0.116
8. H 0.087



(3)
A structure of composition C12H20ClN2S3SbSe4V, computed with ωB97M-V/def2-TZVPD.

Atoms and positions in Å:
V 0.7964 -0.6162 -1.4491
C -0.8352 1.3440 2.3927
C -1.6341 2.2907 1.5099
S -2.2863 1.4442 0.0436
C -2.0456 2.6971 -1.2266
C -0.6211 3.1975 -1.4941
S 0.7696 2.0260 -1.4157
C 1.8171 2.6329 -0.0655
C 1.6088 2.1150 1.3696
S 0.6295 0.6136 1.6234
H -0.5314 1.8668 3.3018
H -1.4525 0.4978 2.7020
H -2.4667 2.7073 2.0784
H -1.0077 3.1230 1.1853
H -2.4644 2.2521 -2.1302
H -2.6646 3.5670 -0.9984
H -0.5953 3.6199 -2.4982
H -0.3620 4.0055 -0.8111
H 2.8200 2.3788 -0.3987
H 1.7238 3.7195 -0.0964
H 2.5945 1.9047 1.7838
H 1.1572 2.8934 1.9851
Se 3.1856 -3.5786 2.2623
Sb 4.4549 -1.7843 1.3497
Se 6.6269 -1.7398 0.4471
Se 4.5772 0.1610 2.9587
Se 2.9571 -0.6854 -0.5606
N 0.1967 -2.9287 1.2044
C -0.8486 -2.6852 0.4159
C -2.0620 -3.4060 0.5247
C -3.0924 -3.1220 -0.3281
C -2.9559 -2.1177 -1.2981
C -1.7624 -1.4517 -1.3229
N -0.7393 -1.7137 -0.5023
H 0.1962 -3.7099 1.8351
H 1.0976 -2.4828 1.0727
H -2.1471 -4.1809 1.2738
H -4.0176 -3.6786 -0.2530
H -3.7522 -1.8729 -1.9836
H -1.5907 -0.6516 -2.0397
Cl 0.9773 -0.8170 -3.8826
C 1.1844 -2.2485 -2.7132
H 2.1768 -2.6417 -2.8869
H 0.3875 -2.9447 -2.9650

The LUMO energy (spin up / spin down) comes out at -0.028 / -0.060 Eh. Its spin multiplicity is 4. The expectation value of S² is 3.801. For the HOMO energy (spin up / spin down), the calculation gives -7.387 / -7.379 eV.

Results of the Löwdin charge analysis, in e, for atoms 1 through 8:
1. V 0.120
2. C -0.534
3. C -0.513
4. S 0.872
5. C -0.531
6. C -0.481
7. S 0.821
8. C -0.498



(4)
The molecule CH2IN in a non-equilibrium geometry, computed with ωB97M-V/def2-TZVPD.

Atoms and positions in Å:
C 0.7865 -0.1036 -0.0136
N 0.2629 0.9840 -0.0013
I 3.3158 -0.0060 0.0004
H 0.5526 -1.1505 -0.0123
H -0.7290 1.1787 0.0136

The LUMO energy comes out at -0.016 Eh. As for the SMILES: [H]/N=C/I. For the HOMO energy, the calculation gives -9.161 eV. The calculation puts the energy above the lowest of the compared OMol25 structures with the same formula, charge and spin at 13.1 kcal per mole.

In the Löwdin picture, each atom carries the following charge in e:
1. C -0.416
2. N 0.048
3. I 0.251
4. H 0.036
5. H 0.082



(5)
A structure of composition C40H39CdCl2N14O4 in a non-equilibrium geometry, computed with ωB97M-V/def2-TZVPD.

Atoms and positions in Å:
Cd -2.1241 0.3715 0.0596
C 1.7094 1.9477 -5.9431
C 1.2501 2.0192 -4.5075
C 2.1509 2.0769 -3.4361
C 1.7359 1.8811 -2.0934
C 2.7192 1.9600 -1.0426
N 2.3991 2.2033 0.2055
C 3.2447 2.5787 1.3190
C 2.6313 3.7027 2.1914
C 2.9150 3.4248 3.6840
N 1.8987 2.5748 4.2623
C 0.8330 2.1579 3.4733
C -0.4433 2.8276 3.4139
C -0.6531 3.9241 4.2527
C -1.9160 4.5617 4.3609
C -2.2532 5.5459 5.4417
C -2.9134 4.1252 3.4937
C -2.7235 3.0721 2.5528
C -3.7092 2.9046 1.5278
N -3.8563 1.8517 0.7833
C -4.9856 2.0853 -0.1683
C -5.0835 0.8843 -1.1127
C -4.1767 1.0320 -2.3274
N -2.7748 1.2674 -1.9799
C -2.0691 1.7977 -2.8969
C -0.6216 1.7708 -2.9405
C -0.1318 1.8835 -4.2306
C 0.2991 1.6717 -1.7873
O -0.1189 1.5857 -0.5701
C -1.5184 2.2176 2.6697
O -1.2123 1.1955 2.0305
H 2.7803 2.1754 -6.0206
H 1.1871 2.6737 -6.5719
H 1.4379 0.9492 -6.3472
H 3.1832 2.2964 -3.6514
H 3.8029 1.9023 -1.2759
H 1.3955 2.0656 0.4131
H 4.1948 2.9368 0.8865
H 3.4162 1.7208 1.9931
H 1.5583 3.7589 1.9460
H 3.1364 4.6375 1.9127
H 2.9013 4.3983 4.2013
H 3.9309 2.9479 3.7772
H 2.1638 1.9687 5.0353
H 0.9592 1.3898 2.7288
H 0.2208 4.2097 4.8708
H -1.3596 5.6689 6.0800
H -3.0810 5.2265 6.0902
H -2.4818 6.5562 5.0357
H -3.8740 4.6329 3.5210
H -4.4075 3.7398 1.3821
H -4.7282 2.9633 -0.8279
H -5.8959 2.2150 0.4397
H -6.1331 0.8367 -1.4209
H -4.8844 -0.0867 -0.6247
H -4.4743 1.9347 -2.9104
H -4.2315 0.1302 -2.9695
H -2.5621 2.3586 -3.7092
H -0.8547 1.7832 -5.0608
N -5.5166 -2.6319 1.0080
C -5.0803 -1.9604 2.1459
N -5.5568 -2.1891 3.3782
N -4.9610 -1.2627 4.1437
N -4.2251 -0.4775 3.3751
N -4.2212 -0.8976 2.1426
C -4.6027 -3.0257 0.0122
N -4.1799 -4.2852 -0.1176
N -3.2417 -4.2715 -1.0733
N -3.1259 -3.0340 -1.5398
N -3.9216 -2.1907 -0.8352
H -6.1139 -3.4158 1.2090
Cl 3.4752 -6.0669 1.0014
C 4.6394 -4.8990 0.5218
C 6.0263 -5.1852 0.7654
C 6.9253 -4.1564 0.5115
C 6.5134 -2.8974 0.1032
C 5.1627 -2.6477 -0.1441
Cl 4.6874 -1.1677 -0.9371
C 4.2406 -3.7329 -0.1617
N 2.9873 -3.5883 -0.7173
C 2.3659 -4.5417 -1.5280
C 3.1161 -5.5584 -2.1201
C 2.5166 -6.4222 -3.0207
C 1.1166 -6.3814 -3.2836
C 0.4061 -5.3479 -2.7511
C 1.0103 -4.3586 -1.9670
C 0.1102 -3.1700 -1.7159
C 0.3912 -1.8325 -1.0344
O 1.5819 -1.4209 -0.9983
O -0.6268 -1.2281 -0.6319
H 6.2736 -6.1819 1.1839
H 7.9945 -4.3850 0.5866
H 7.2490 -2.0896 -0.0780
H 2.5964 -2.6163 -0.8338
H 4.1745 -5.6092 -1.9142
H 3.1672 -7.1124 -3.5161
H 0.5833 -7.1361 -3.8920
H -0.6850 -5.2773 -2.9224
H -0.7964 -3.6128 -1.2788
H -0.2582 -2.8271 -2.6854

The LUMO energy (spin up / spin down) comes out at -0.023 / -0.024 Eh. For the HOMO energy (spin up / spin down), the calculation gives -3.761 / -3.761 eV. The calculation puts the energy above the lowest of the compared OMol25 structures with the same formula, charge and spin at 55.7 kcal per mole. As for the net charge: -1.

Results of the Löwdin charge analysis, in e, for atoms 1 through 8:
1. Cd 1.469
2. C -0.068
3. C -0.269
4. C 0.008
5. C -0.108
6. C 0.006
7. N 0.064
8. C -0.159